{"formula": "C4H6O2", "method": "the ωB97M-V functional and the def2-TZVPD basis", "homo_lumo_gap_ev": 8.57, "e_above_lowest_kcal_mol": 79.6, "total_energy_ev": -8337.0107, "species": ["C", "C", "C", "O", "C", "O", "H", "H", "H", "H", "H", "H"], "coordinates": [[-0.96188, -1.41155, 0.11946], [-0.04576, -0.27851, 0.24779], [0.08200, 1.70762, -0.37107], [-0.62023, 1.00870, 0.48370], [1.30257, -0.20302, 0.27474], [1.85918, 0.96160, 0.09612], [-0.35228, -2.31660, 0.07593], [-1.65505, -1.45306, 0.96253], [-1.53951, -1.35822, -0.81278], [0.30634, 2.73442, -0.14348], [-0.14424, 1.43232, -1.41357], [1.87577, -1.10936, 0.49510]], "forces_ev_per_a": [[-0.184, -0.301, 0.148], [0.079, -0.755, 0.528], [1.135, 0.131, 0.227], [0.292, 0.054, -0.381], [-0.628, -0.328, -0.219], [-1.539, 0.828, -0.734], [-0.211, -0.071, 0.089], [-0.077, -0.209, -0.052], [0.025, -0.017, 0.173], [-0.144, 0.283, 0.199], [1.074, -0.005, 0.226], [0.178, 0.391, -0.202]], "mulliken_charge": [-1.048, 0.150, -0.052, -0.312, 0.134, -0.562, 0.312, 0.274, 0.240, 0.289, 0.252, 0.325]}